{
  "formula": "C13H26O6",
  "method": "the ωB97M-V functional and the def2-TZVPD basis",
  "species": ["O", "O", "O", "O", "O", "O", "C", "C", "C", "C", "C", "C", "C", "C", "C", "C", "C", "C", "C", "H", "H", "H", "H", "H", "H", "H", "H", "H", "H", "H", "H", "H", "H", "H", "H", "H", "H", "H", "H", "H", "H", "H", "H", "H", "H"],
  "xyz": [[-1.239, -2.763, -0.525], [1.434, 2.200, -0.177], [4.176, -0.081, -0.471], [1.293, 0.962, -0.919], [1.049, 1.102, 1.741], [-0.040, 2.980, 1.282], [-2.967, -0.127, -1.027], [-3.353, -2.187, 0.503], [-3.742, -0.742, 0.156], [-1.854, -2.400, 0.702], [3.793, -0.588, 0.813], [0.121, -2.397, -0.590], [-2.012, 1.749, 0.449], [4.348, 0.327, 1.907], [3.267, -0.326, -1.517], [0.821, 1.994, 1.040], [-1.163, 3.016, 0.369], [-2.650, 1.370, -0.897], [2.407, 0.888, -1.824], [-1.400, 0.909, 0.803], [3.576, 0.577, 2.637], [-3.579, -0.258, -1.929], [-0.804, 3.192, -0.651], [4.204, -1.603, 0.916], [-1.736, 3.895, 0.671], [-1.383, -1.485, 1.098], [4.737, 1.241, 1.449], [-3.641, -0.140, 1.066], [-3.570, 1.951, -1.050], [5.173, -0.151, 2.444], [2.992, 1.807, -1.753], [-2.800, 1.894, 1.195], [-1.972, 1.657, -1.713], [-4.811, -0.728, -0.094], [2.603, -1.172, -1.278], [2.700, -0.644, 0.877], [-2.041, -0.678, -1.222], [1.990, 0.815, -2.837], [-3.845, -2.450, 1.448], [0.482, -2.641, -1.593], [-3.703, -2.896, -0.256], [0.256, -1.318, -0.413], [-1.674, -3.200, 1.438], [3.828, -0.608, -2.418], [0.729, -2.940, 0.150]],
  "lowdin_charge": [-0.203, 0.040, -0.145, -0.078, 0.211, 0.041, -0.189, -0.170, -0.196, -0.235, -0.247, -0.122, -0.164, -0.060, -0.198, -0.601, -0.137, -0.193, -0.131, 0.107, 0.065, 0.114, 0.123, 0.118, 0.132, 0.117, 0.081, 0.099, 0.116, 0.068, 0.137, 0.117, 0.109, 0.110, 0.112, 0.094, 0.098, 0.129, 0.110, 0.091, 0.119, 0.066, 0.124, 0.130, 0.095],
  "energy_ev": -26183.4616,
  "relative_energy_kcal_mol": 67.2,
  "homo_lumo_gap_ev": 10.41,
  "smiles": "CCOCCOOC(=O)OCCCCCCCOC"
}

{
  "formula": "C17H15Cl3GeN6O2STi",
  "method": "the ωB97M-V functional and the def2-TZVPD basis",
  "species": ["Ge", "Ti", "Cl", "Cl", "Cl", "S", "O", "O", "N", "N", "N", "N", "N", "N", "C", "C", "C", "C", "C", "C", "C", "C", "C", "C", "C", "C", "C", "C", "C", "C", "C", "H", "H", "H", "H", "H", "H", "H", "H", "H", "H", "H", "H", "H", "H", "H"],
  "xyz": [[-0.755, 5.114, -1.781], [-0.472, 1.768, -0.638], [-2.338, 3.456, -1.034], [-1.849, 5.686, -3.655], [0.442, 3.295, -2.696], [1.014, 3.267, 0.734], [3.237, 0.044, -0.202], [-0.865, 0.433, -2.153], [-1.286, 0.934, 0.573], [1.056, 0.366, -1.004], [2.094, 1.068, 1.952], [0.338, 1.836, 2.972], [-0.865, 2.509, 3.200], [1.800, 0.222, 2.998], [-3.319, -0.373, 0.655], [1.916, -2.395, -4.588], [2.288, -0.153, -1.086], [3.412, -1.769, -2.777], [1.115, -0.928, -2.894], [3.169, -2.463, -3.942], [-1.802, -2.659, 1.091], [-3.935, -1.609, 0.777], [-3.184, -2.756, 0.993], [-1.926, -0.275, 0.741], [2.381, -0.988, -2.247], [0.318, -0.065, -2.075], [0.887, -1.636, -4.076], [1.195, 2.024, 1.925], [0.024, 0.073, 4.733], [-1.170, -1.433, 0.970], [0.737, 0.689, 3.588], [4.373, -1.818, -2.282], [-1.206, -3.548, 1.261], [-0.093, -1.349, 1.050], [-0.683, 3.483, 2.969], [-0.075, -1.584, -4.569], [2.866, 0.516, 0.617], [-0.202, 0.813, 5.500], [-3.673, -3.718, 1.083], [-0.919, -0.369, 4.406], [0.653, -0.711, 5.149], [-1.500, 2.183, 2.467], [-3.902, 0.522, 0.479], [-5.014, -1.674, 0.697], [1.766, -2.953, -5.505], [3.951, -3.074, -4.376]],
  "lowdin_charge": [0.111, 0.442, -0.019, -0.150, -0.027, 0.539, 0.094, -0.125, -0.121, 0.050, -0.019, -0.123, 0.107, 0.076, -0.037, -0.102, -0.317, -0.021, -0.091, -0.102, -0.097, -0.106, -0.121, -0.357, -0.095, -0.449, -0.018, -0.798, -0.021, -0.036, -0.380, 0.112, 0.098, 0.105, 0.069, 0.114, 0.057, 0.073, 0.089, 0.076, 0.075, 0.065, 0.104, 0.094, 0.091, 0.091],
  "energy_ev": -158950.5436,
  "multiplicity": 2,
  "total_charge": -1,
  "relative_energy_kcal_mol": 6.3,
  "s_squared": 0.764,
  "homo_lumo_gap_ev": [6.53, 7.75]
}

{
  "formula": "C6H12N",
  "method": "the ωB97M-V functional and the def2-TZVPD basis",
  "species": ["N", "C", "C", "C", "C", "C", "C", "H", "H", "H", "H", "H", "H", "H", "H", "H", "H", "H", "H"],
  "xyz": [[-0.984, 1.827, -1.237], [0.468, -2.952, 0.909], [-0.307, 1.272, -0.137], [-0.063, -0.037, -0.034], [-1.965, 2.743, -1.195], [1.526, -1.900, 0.616], [1.217, -0.413, 0.774], [-2.394, 2.870, -0.220], [-0.372, -2.688, 1.579], [0.879, -3.744, 1.536], [-2.448, 3.038, -2.108], [-0.161, 1.949, 0.710], [1.989, -2.141, -0.361], [0.024, -3.351, -0.007], [0.934, -0.215, 1.817], [-0.375, 1.606, -2.009], [2.083, 0.226, 0.641], [2.424, -2.195, 1.183], [-0.628, -0.958, -0.107]],
  "lowdin_charge": [-0.104, -0.134, -0.188, -0.080, -0.042, -0.292, -0.218, 0.046, 0.079, 0.064, 0.041, 0.120, 0.108, 0.071, 0.107, 0.131, 0.100, 0.098, 0.093],
  "energy_ev": -7902.6715,
  "multiplicity": 2,
  "relative_energy_kcal_mol": 36.5,
  "s_squared": 0.770,
  "homo_lumo_gap_ev": [7.31, 8.97]
}

{
  "formula": "C7H15NO",
  "method": "the ωB97M-V functional and the def2-TZVPD basis",
  "species": ["O", "N", "C", "C", "C", "C", "C", "C", "C", "H", "H", "H", "H", "H", "H", "H", "H", "H", "H", "H", "H", "H", "H", "H"],
  "xyz": [[0.836, 0.890, 0.540], [-1.427, -1.939, -0.551], [-0.288, -1.463, 0.143], [1.536, 1.802, 1.376], [0.993, -1.400, -0.441], [-0.640, 0.635, 0.601], [-1.272, 1.317, -0.596], [-1.302, 0.733, 1.794], [1.264, -1.161, -1.886], [-2.353, 0.998, 1.814], [0.929, 2.368, 2.085], [2.019, 2.530, 0.714], [-1.467, -1.638, -1.518], [-0.570, 1.449, -1.423], [-2.072, 0.693, -1.000], [1.515, -2.106, -2.382], [0.414, -0.707, -2.397], [2.325, 1.205, 1.843], [-1.703, 2.285, -0.335], [-0.866, 0.393, 2.724], [1.857, -1.588, 0.185], [-0.277, -1.872, 1.151], [-1.573, -2.935, -0.432], [2.120, -0.491, -2.009]],
  "lowdin_charge": [-0.230, 0.026, -0.278, -0.094, -0.124, -0.399, -0.044, 0.049, -0.098, 0.067, 0.082, 0.081, 0.065, 0.078, 0.070, 0.078, 0.064, 0.083, 0.084, 0.067, 0.100, 0.117, 0.081, 0.076],
  "energy_ev": -11035.5098,
  "relative_energy_kcal_mol": 119.1,
  "homo_lumo_gap_ev": 7.67,
  "smiles": "C=C(C)OC.C/C=C\\N"
}

{
  "formula": "C5H13NO2",
  "method": "the ωB97M-V functional and the def2-TZVPD basis",
  "species": ["O", "O", "N", "C", "C", "C", "C", "C", "H", "H", "H", "H", "H", "H", "H", "H", "H", "H", "H", "H", "H"],
  "xyz": [[-2.405, 1.219, 3.587], [-1.604, 6.061, 0.425], [1.084, -0.228, -1.165], [1.072, -3.181, 1.123], [-0.057, -0.180, -3.293], [1.710, -1.093, -0.166], [0.752, -2.101, 0.431], [0.711, -0.759, -2.376], [0.555, 0.557, -0.802], [2.123, -0.463, 0.621], [-0.262, -0.727, -4.206], [1.152, -1.729, -2.572], [-1.874, 5.302, -0.117], [2.515, -1.619, -0.694], [-1.933, 5.875, 1.309], [2.080, -3.495, 1.356], [-0.520, 0.784, -3.131], [-0.300, -1.905, 0.262], [0.359, -3.938, 1.414], [-2.898, 1.366, 4.401], [-2.259, 0.256, 3.593]],
  "lowdin_charge": [-0.071, -0.067, -0.063, -0.013, -0.028, -0.214, -0.175, -0.272, 0.132, 0.118, 0.038, 0.112, 0.038, 0.120, 0.029, 0.055, 0.042, 0.098, 0.048, 0.030, 0.040],
  "energy_ev": -10979.1809,
  "relative_energy_kcal_mol": 62.2,
  "homo_lumo_gap_ev": 8.46,
  "smiles": "C=CCNC=C.O.O"
}

{
  "formula": "CH5NO4P",
  "method": "the ωB97M-V functional and the def2-TZVPD basis",
  "species": ["P", "O", "O", "O", "O", "N", "C", "H", "H", "H", "H", "H"],
  "xyz": [[-1.752, -0.051, 0.071], [-1.937, -0.029, 1.543], [-2.550, -0.928, -0.824], [0.496, -2.078, 0.144], [-1.904, 1.517, -0.500], [0.746, 0.529, 0.695], [0.077, -0.181, -0.238], [1.733, 0.340, 0.800], [-2.175, 1.408, -1.406], [-0.411, -2.383, 0.211], [0.490, -0.193, -1.238], [0.221, 0.516, 1.565]],
  "lowdin_charge": [0.230, -0.349, -0.365, -0.292, -0.205, 0.022, -0.262, 0.087, 0.025, -0.056, 0.092, 0.074],
  "energy_ev": -20090.2170,
  "total_charge": -1,
  "relative_energy_kcal_mol": 15.0,
  "homo_lumo_gap_ev": 9.27
}